No. 1
Molecular formula: C22H17F3N2O4S
Method: DFT, ωB97M-V with the def2-TZVPD basis set

As for the SMILES: CN1c2ccccc2C([C@H](c2ccc([N+](=O)[O-])cc2)S(=O)(=O)C(F)(F)F)c2ccccc21. The orbital gap is 6.68 eV. Its total energy is -53242.5534 eV. For the LUMO energy, the calculation gives -1.0 eV.

Structure (ORCA input):
```
! RIJCOSX wB97M-V def2-TZVPD def2/J DEFGRID3
* xyz 0 1
F -4.858 -1.062 1.958
C -4.241 0.065 1.488
F -4.556 0.248 0.175
F -4.610 1.131 2.214
S -2.427 -0.338 1.660
C -1.426 1.095 0.862
C -0.339 1.428 1.871
C 0.081 2.768 1.881
C 1.267 3.109 2.513
C 1.984 2.112 3.224
N 3.355 2.323 3.545
O 4.004 1.383 4.060
O 3.876 3.432 3.278
C 1.385 0.851 3.427
C 0.199 0.541 2.798
O -2.365 -0.346 3.108
O -2.110 -1.516 0.854
H -2.212 1.862 0.889
H -0.446 3.531 1.283
H 1.708 4.110 2.453
H 1.911 0.152 4.055
H -0.181 -0.438 2.991
C 1.205 3.601 -3.489
N 0.362 2.831 -2.549
C 1.014 1.910 -1.758
C 2.415 1.800 -1.799
C 3.083 0.883 -1.016
C 2.352 -0.024 -0.236
C 0.969 0.019 -0.254
C 0.282 1.092 -0.835
C -1.180 1.164 -0.689
C -1.799 2.118 -1.683
C -1.005 2.862 -2.641
C -1.671 3.592 -3.655
C -3.038 3.522 -3.826
C -3.777 2.680 -2.990
C -3.141 1.958 -1.993
H 0.610 4.292 -4.069
H 1.957 4.205 -2.968
H 1.731 2.944 -4.192
H 2.998 2.473 -2.433
H 4.191 0.881 -0.987
H 2.897 -0.744 0.392
H 0.418 -0.763 0.296
H -1.698 0.085 -0.868
H -1.140 4.258 -4.338
H -3.553 4.140 -4.583
H -4.857 2.605 -3.121
H -3.740 1.281 -1.385
*
```

Results of the Löwdin charge analysis, in e, for atoms 1 through 2: atom 1 (F): 0.1175, atom 2 (C): -0.5985

No. 2
Molecular formula: C18H32N2O6
Method: DFT, ωB97M-V with the def2-TZVPD basis set

As for the SMILES: CCOC(=O)CNC(=O)[C@@H]1CCCN(C(=O)[C@@H](O)[C@@H](OC)C(C)C)CC1. The orbital gap is 9.46 eV. Its total energy is -34451.3971 eV. For the LUMO energy, the calculation gives 0.4 eV.

Structure (ORCA input):
```
! RIJCOSX wB97M-V def2-TZVPD def2/J DEFGRID3
* xyz 0 1
C -4.118 4.992 4.594
C -3.579 5.837 3.467
O -3.061 4.938 2.462
C -2.533 5.526 1.377
O -2.479 6.715 1.220
C -2.024 4.537 0.357
N -2.091 3.165 0.801
C -1.579 2.170 0.036
O -1.050 2.410 -1.039
C -1.675 0.775 0.628
C -0.348 0.376 1.308
C 0.952 0.642 0.546
C 1.008 0.059 -0.878
N 0.063 -1.023 -1.119
C 0.215 -2.298 -0.659
O -0.702 -3.099 -0.653
C 1.624 -2.710 -0.214
O 1.542 -3.812 0.665
C 2.479 -3.031 -1.452
O 3.834 -3.222 -1.078
C 4.557 -2.025 -0.931
C 2.017 -4.235 -2.281
C 2.317 -5.586 -1.633
C 2.663 -4.159 -3.664
C -1.274 -0.617 -1.545
C -2.190 -0.265 -0.378
H -4.520 5.637 5.375
H -4.918 4.340 4.244
H -3.331 4.377 5.030
H -4.350 6.457 3.010
H -2.772 6.493 3.792
H -2.603 4.689 -0.558
H -0.997 4.813 0.111
H -2.565 2.964 1.663
H -2.423 0.810 1.427
H -0.278 0.901 2.265
H -0.420 -0.688 1.550
H 1.130 1.718 0.477
H 1.767 0.237 1.153
H 0.756 0.843 -1.588
H 2.022 -0.264 -1.114
H 2.094 -1.867 0.299
H 1.926 -3.568 1.510
H 2.416 -2.150 -2.109
H 5.581 -2.291 -0.677
H 4.560 -1.446 -1.863
H 4.159 -1.389 -0.130
H 0.933 -4.138 -2.394
H 3.384 -5.680 -1.427
H 1.773 -5.717 -0.703
H 2.033 -6.385 -2.320
H 3.750 -4.214 -3.580
H 2.332 -4.990 -4.288
H 2.405 -3.230 -4.178
H -1.160 0.233 -2.214
H -1.717 -1.445 -2.096
H -2.389 -1.183 0.179
H -3.148 0.074 -0.785
*
```

Results of the Löwdin charge analysis, in e, for atoms 1 through 2: atom 1 (C): -0.0669, atom 2 (C): -0.2088

No. 3
Molecular formula: C3H3NOS2
Method: DFT, ωB97M-V with the def2-TZVPD basis set

As for the SMILES: O=C1N=CS[C@@H]1S. The orbital gap is 8.95 eV. Its total energy is -28366.3308 eV. For the LUMO energy, the calculation gives -0.3 eV.

Structure (ORCA input):
```
! RIJCOSX wB97M-V def2-TZVPD def2/J DEFGRID3
* xyz 0 1
C 1.694 -0.818 -0.425
C -0.440 -0.424 -1.018
C -0.367 0.601 0.406
N 0.756 -1.140 -1.152
O -1.403 -0.449 -1.731
S 1.315 0.253 1.014
S -1.692 0.207 1.597
H 2.626 -1.405 -0.408
H -0.320 1.588 0.021
H -2.169 1.586 1.696
*
```

Results of the Löwdin charge analysis, in e, for atoms 1 through 2: atom 1 (C): -0.4015, atom 2 (C): -0.4451

No. 4
Molecular formula: C7H17N3
Method: DFT, ωB97M-V with the def2-TZVPD basis set

The orbital gap (spin up / spin down) is 6.50 / 9.24 eV. Its total energy is -11997.4614 eV. For the LUMO energy (spin up / spin down), the calculation gives 1.0 / 0.4 eV.

Structure (ORCA input):
```
! RIJCOSX wB97M-V def2-TZVPD def2/J DEFGRID3
* xyz 0 3
C -0.316 -1.587 -0.063
C -0.096 -0.336 -0.151
C -1.479 -2.546 -0.096
C 2.430 -0.562 -0.042
C 1.333 1.530 -1.071
C 1.254 1.045 1.426
C 1.219 0.395 0.029
N -2.221 1.195 0.935
N -2.386 1.034 -1.263
N -1.593 1.254 -0.246
H 0.444 -2.185 0.280
H -1.009 -3.484 -0.487
H -1.773 -2.760 0.958
H -2.415 -2.386 -0.647
H 2.310 -1.297 -0.716
H 3.258 -0.016 -0.243
H 2.533 -1.029 0.840
H 1.045 1.205 -2.165
H 0.889 2.384 -0.843
H 2.383 1.824 -1.068
H 0.603 1.867 1.508
H 0.965 0.249 2.071
H 2.318 1.352 1.743
H -1.579 0.855 1.728
H -3.128 0.635 0.884
H -3.212 0.423 -1.229
H -1.775 0.942 -2.071
*
```

Results of the Löwdin charge analysis, in e, for atoms 1 through 2: atom 1 (C): -0.2038, atom 2 (C): -0.0425

No. 5
Molecular formula: C2H2BrClO2
Method: DFT, ωB97M-V with the def2-TZVPD basis set

The orbital gap (spin up / spin down) is 8.09 / 7.85 eV. Its total energy is -88763.8971 eV. For the LUMO energy (spin up / spin down), the calculation gives -1.4 / -2.0 eV.

Structure (ORCA input):
```
! RIJCOSX wB97M-V def2-TZVPD def2/J DEFGRID3
* xyz 0 1
C -1.862 -2.569 0.276
C -0.432 0.381 0.938
O -2.667 -2.894 1.042
O -1.038 -2.301 -0.487
Cl -3.690 0.051 -0.212
Br -1.638 1.374 -0.027
H 0.155 -0.231 0.285
H -0.865 0.068 1.883
*
```

Results of the Löwdin charge analysis, in e, for atoms 1 through 2: atom 1 (C): -0.4914, atom 2 (C): -0.4268

No. 6
Molecular formula: C2H7N4S
Method: DFT, ωB97M-V with the def2-TZVPD basis set

The orbital gap (spin up / spin down) is 7.27 / 8.00 eV. Its total energy is -18971.3192 eV. For the LUMO energy (spin up / spin down), the calculation gives -5.5 / -5.2 eV.

Structure (ORCA input):
```
! RIJCOSX wB97M-V def2-TZVPD def2/J DEFGRID3
* xyz 1 1
C -1.137 1.604 -0.284
C 1.578 -0.606 0.370
N -0.251 0.857 -0.107
N 0.537 -0.141 -0.508
N -1.024 -1.673 -0.636
N -2.110 2.439 -0.265
S -2.121 -1.178 0.447
H 2.185 -1.383 -0.183
H 1.131 -0.929 1.356
H 2.324 0.109 0.467
H -0.340 -2.350 -0.454
H -1.140 -1.648 -1.649
H -2.434 3.154 -0.901
H -2.520 2.588 0.627
*
```

Results of the Löwdin charge analysis, in e, for atoms 1 through 2: atom 1 (C): -0.1199, atom 2 (C): -0.0929